{"formula": "CH3FIN", "method": "ωB97M-V with the def2-TZVPD basis set", "elements": ["H", "N", "I", "H", "H", "F", "C"], "xyz": [[-0.9837, -0.0954, -0.1473], [-0.0222, -0.3361, -0.3519], [2.9084, -0.1883, 0.0246], [0.6749, 0.3645, 1.4844], [0.2061, -0.4305, -1.3334], [0.9611, 2.2567, -0.0914], [0.9130, 0.1229, 0.4628]], "nbo_charge": [0.418, -0.730, 0.269, 0.230, 0.416, -0.741, 0.139], "homo_energy_ev": [-9.490, -9.489], "total_charge": 0, "homo_lumo_gap_ev": [9.353, 9.353], "spin_multiplicity": 1, "total_energy_ev": -13391.887, "fmax_ev_per_a": 2.226}

=====

{"formula": "C21H24N3NiOSb", "method": "ωB97M-V with the def2-TZVPD basis set", "elements": ["C", "C", "H", "H", "C", "C", "Sb", "C", "H", "C", "H", "C", "C", "C", "H", "H", "H", "H", "C", "H", "H", "C", "H", "C", "C", "N", "O", "C", "C", "H", "N", "N", "H", "H", "H", "Ni", "C", "C", "H", "H", "H", "H", "H", "H", "C", "C", "H", "H", "C", "C", "H"], "xyz": [[0.5206, 3.5330, 0.3554], [0.4675, -2.7740, 2.6470], [-2.1626, 1.4601, 1.6669], [-0.5030, 1.9814, -4.6089], [3.2811, -0.1865, 0.8910], [0.6050, 0.0054, 3.3554], [-0.6239, -0.6416, -2.9362], [-4.0469, -1.0846, 0.5163], [1.5047, -2.7492, 2.9969], [0.2876, -0.4388, 1.9428], [3.4471, -3.7557, -2.0904], [3.4475, -2.1186, -0.6934], [-4.1145, -1.9046, -0.6043], [-2.8830, 0.6651, 1.8670], [-4.9503, -2.5742, -0.7448], [1.2832, -3.0221, -3.1138], [-4.8469, -1.0758, 1.2419], [1.4569, 0.6884, 3.3452], [-2.0294, -0.9637, -1.2901], [4.3905, -2.3846, -0.2394], [-3.1277, -2.3891, -2.4530], [-0.3091, 2.3470, -3.6074], [4.3558, -0.3022, 1.0029], [0.2120, 3.1681, -1.0614], [-3.0975, -1.8110, -1.5379], [1.5942, -0.6212, -0.7879], [0.2127, -1.7578, 1.6940], [2.9250, -2.8808, -1.7311], [0.1968, 4.1034, -2.0790], [-0.2394, 0.5752, 3.7500], [-1.9479, -0.2132, -0.1895], [-0.0334, 1.8704, -1.2871], [-0.2132, -2.7123, 3.5007], [-0.3255, 3.2685, 0.9928], [0.4062, 5.1390, -1.8612], [0.0389, 0.4887, 0.2149], [2.7580, -1.0058, -0.2437], [-0.2820, 1.4662, -2.5343], [-0.0940, 4.4122, -4.1922], [2.7935, -0.5102, 1.8105], [3.0259, 0.8613, 0.7351], [-2.5560, 0.1124, 2.7453], [0.7359, 4.5937, 0.4621], [0.8239, -0.8117, 4.0460], [1.1022, -1.3406, -1.7983], [1.7298, -2.4710, -2.2953], [1.3803, 2.9468, 0.6894], [0.2950, -3.7166, 2.1279], [-0.0761, 3.6941, -3.3834], [-2.9548, -0.2513, 0.6879], [-3.8611, 1.0883, 2.0786]], "nbo_charge": [-0.637, -0.278, 0.233, 0.211, -0.637, -0.781, 0.893, -0.269, 0.186, 0.183, 0.214, -0.274, -0.159, -0.644, 0.214, 0.219, 0.212, 0.254, -0.082, 0.212, 0.219, -0.241, 0.219, 0.225, -0.282, -0.545, -0.501, -0.156, -0.307, 0.256, -0.552, -0.678, 0.185, 0.211, 0.203, 0.857, 0.236, -0.153, 0.204, 0.210, 0.236, 0.213, 0.217, 0.207, -0.079, -0.284, 0.210, 0.211, -0.269, 0.236, 0.223], "homo_energy_ev": [-3.267, -6.710], "total_charge": 0, "homo_lumo_gap_ev": [3.682, 7.115], "spin_multiplicity": 3, "total_energy_ev": -76260.666, "fmax_ev_per_a": 2.695}

=====

{"formula": "C4H10N2OS", "method": "ωB97M-V with the def2-TZVPD basis set", "elements": ["S", "H", "C", "H", "H", "H", "C", "H", "H", "C", "N", "H", "H", "O", "H", "H", "N", "C"], "xyz": [[-2.5073, -0.4003, -1.3844], [-0.7534, 1.3230, -1.2242], [2.0163, -0.0994, 0.2209], [0.9578, 1.5027, 0.9222], [-1.9101, 1.5041, 0.0335], [3.1023, 1.6032, 0.6996], [-1.3902, 0.7476, -0.5557], [-1.3648, 1.0723, 2.1167], [-1.9516, -0.5409, 1.8302], [-1.0431, 0.0666, 1.8552], [0.8749, 0.6656, 0.3903], [4.0465, 0.2359, 0.3474], [-1.7087, -1.4570, -1.2899], [2.0412, -1.2259, -0.1809], [-0.3717, -0.4198, 2.5577], [-0.2681, -1.0438, 0.2345], [3.1575, 0.6148, 0.6018], [-0.4275, 0.0090, 0.4403]], "nbo_charge": [-0.025, 0.221, 0.793, 0.379, 0.212, 0.378, -0.535, 0.199, 0.224, -0.623, -0.653, 0.400, 0.122, -0.634, 0.218, 0.233, -0.856, -0.052], "homo_energy_ev": -9.079, "total_charge": 0, "homo_lumo_gap_ev": 9.818, "smiles": "C[C@@H](CS)NC(N)=O", "spin_multiplicity": 1, "total_energy_ev": -20173.811, "fmax_ev_per_a": 2.279}

=====

{"formula": "C31H35BrCl2F3NO3", "method": "ωB97M-V with the def2-TZVPD basis set", "elements": ["Br", "H", "H", "H", "H", "C", "H", "H", "C", "C", "H", "H", "C", "C", "C", "C", "Cl", "C", "C", "C", "O", "C", "H", "H", "C", "C", "C", "H", "H", "H", "C", "C", "C", "H", "C", "N", "C", "H", "H", "H", "C", "H", "H", "H", "F", "C", "C", "F", "O", "H", "C", "C", "H", "C", "H", "C", "H", "H", "C", "H", "C", "H", "H", "H", "C", "H", "H", "H", "H", "H", "Cl", "C", "O", "H", "C", "F"], "xyz": [[0.3875, -6.0191, -2.8036], [-4.4818, 7.3073, -2.4790], [0.8734, -0.9009, 1.9950], [-7.1660, 3.4364, -2.3586], [5.4957, -5.0033, 2.6576], [-7.2260, 3.0406, -1.3525], [-2.0588, 7.7582, -2.2922], [-5.8651, 1.4306, -1.7523], [-7.3746, 2.0155, 1.2224], [2.2084, -1.0656, -1.3422], [3.8932, -2.1394, -0.4973], [-0.5195, 5.9703, -1.5617], [-2.4458, 6.7751, -2.0566], [4.6134, -0.2238, -3.3584], [4.4847, -2.9718, 5.1673], [6.5136, -4.7545, 4.5295], [-0.1305, 1.8504, 0.5854], [-1.3277, -0.1903, -0.5906], [6.5134, -4.1161, 5.7621], [1.9382, -1.1098, 2.1204], [-0.1451, -0.3287, -2.6478], [-1.4472, 0.7451, 0.3322], [-6.0028, 0.5130, 0.5405], [-1.4152, 3.7239, -0.9994], [-3.4354, 4.2589, -1.4484], [-0.1277, -0.4067, -1.4572], [-8.0323, 3.6578, -0.4068], [2.4926, -4.7305, -2.9113], [7.3046, -5.4506, 4.2809], [2.5424, -3.7958, 0.3570], [-4.3006, 5.2599, -1.8616], [-3.8076, 6.5224, -2.1610], [-6.5682, 1.3980, 0.2758], [2.5547, 1.0430, -1.2178], [-2.6564, 1.0280, 1.1579], [2.1648, -3.2777, 1.1510], [2.0749, -2.1755, -2.3987], [-3.2645, 1.8081, 0.6902], [2.1479, 0.5169, -2.8596], [2.4741, -0.1602, 2.1108], [-6.4926, 1.9114, -1.0117], [0.2247, -3.2337, -2.7488], [7.3039, -4.3144, 6.4747], [-2.3624, 1.3773, 2.1470], [3.7137, -0.2708, -4.3525], [3.1300, -1.4351, -0.1593], [2.4010, -2.0383, 1.0296], [5.0990, -1.4729, -3.2006], [4.1086, 0.2484, -2.2062], [-7.4357, 1.6144, 2.2260], [1.6800, -4.6974, -2.1889], [-8.1059, 3.1447, 0.8812], [-8.7335, 3.6261, 1.6201], [5.4983, -4.5018, 3.6173], [2.0255, -5.0974, -1.2380], [5.4984, -3.2247, 6.0813], [3.6934, -2.2761, 5.4183], [3.0712, -2.5941, -2.5573], [4.4828, -3.6093, 3.9339], [1.7679, -1.7135, -3.3355], [2.6987, 0.2555, -1.9593], [3.6860, -3.4292, 3.2234], [0.6598, -3.1842, -1.0603], [-3.2672, 0.1304, 1.2552], [-1.5801, 5.7697, -1.6461], [5.4970, -2.7285, 7.0435], [2.0842, -1.5879, 3.0897], [-5.3598, 5.0519, -1.9334], [3.6524, -0.5306, 0.1588], [-3.8327, 3.2798, -1.2076], [-2.6379, -1.2457, -0.9775], [1.0712, -3.3029, -2.0647], [0.9269, -0.7641, -0.7194], [-8.6009, 4.5399, -0.6719], [-2.0760, 4.5107, -1.3364], [5.6313, 0.5532, -3.7461]], "mulliken_charge": [-0.172, 0.370, 0.033, 0.453, 0.371, -0.428, 0.362, 0.397, -0.492, 2.087, 0.385, 0.377, -0.338, 0.860, -0.528, -0.367, -0.203, -0.445, -0.444, -1.112, -0.505, 1.029, 0.454, 0.161, 0.056, 0.351, -0.351, 0.483, 0.363, 0.172, -0.190, -0.577, -0.349, 0.337, -1.300, -0.629, -1.298, 0.154, 0.681, 0.363, -0.395, 0.615, 0.352, 0.414, -0.251, -1.399, 0.861, -0.256, -0.392, 0.382, -0.836, -0.382, 0.372, -0.479, 0.329, -0.342, 0.338, 0.682, 0.088, 0.443, -1.770, 0.310, 0.377, 0.419, -0.588, 0.363, 0.351, 0.213, 0.547, 0.081, -0.214, -0.920, -0.028, 0.373, 0.051, -0.279], "homo_energy_ev": -9.350, "total_charge": 0, "homo_lumo_gap_ev": 9.703, "smiles": "[H]/N=C(/C)C[C@](CCCBr)(COC(F)(F)F)OC(=O)/C(Cl)=C(/C)Cl.c1ccccc1.c1ccccc1.c1ccccc1", "spin_multiplicity": 1, "total_energy_ev": -143587.319, "fmax_ev_per_a": 0.547}

=====

- Number 3 is which compound?
  C4H10N2OS